# 1
Formula: C3H8N2S
Source: the OMol25 dataset
Level of theory: ωB97M-V/def2-TZVPD

Geometry as XYZ:
```
14
Properties=species:S:1:pos:R:3
C -2.4119 -0.8914 0.0322
S -1.6192 0.7745 0.0299
C 0.1063 0.4831 0.0114
C 1.0381 1.6456 0.0622
N 0.5145 -0.7463 -0.0312
N 1.8354 -1.0369 0.1629
H -2.1500 -1.3888 0.9665
H -3.4927 -0.7074 0.0761
H -2.2036 -1.5142 -0.8259
H 0.4942 2.5799 0.0336
H 1.7585 1.6205 0.9049
H 1.6715 1.6672 -0.8833
H 2.4583 -0.4600 -0.4018
H 2.0008 -2.0256 -0.1376
```

Kohn-Sham gap: 8.9 eV
SMILES: CS/C(C)=N/N
net charge: 0
F_max: 2.76 eV/A
multiplicity: 1
relative energy (zero: lowest compared OMol25 entry of this formula, charge and spin): 166.9 kJ/mol

***

# 2
Formula: C18H12FN3O2Tc
Source: the OMol25 dataset
Level of theory: ωB97M-V/def2-TZVPD

Geometry as XYZ:
```
37
Properties=species:S:1:pos:R:3
Tc -0.7773 0.2110 -0.4755
O -0.5782 -0.3710 3.5318
C -0.8435 -0.4182 2.3733
N -0.5041 0.5556 1.4157
C -0.0688 1.8131 1.8563
O 0.0606 2.1554 2.9895
C 0.1365 2.7040 0.6580
C 0.4765 4.0355 0.8236
C 0.6231 4.8225 -0.3142
C 0.4050 4.2499 -1.5603
C 0.0671 2.9052 -1.6388
N -0.0663 2.1428 -0.5514
C -1.6514 -1.4958 1.6933
C -2.3442 -2.4542 2.4167
C -3.1824 -3.3241 1.7235
C -3.2730 -3.2110 0.3427
C -2.4972 -2.2653 -0.3097
N -1.7098 -1.4165 0.3488
H 0.6109 4.4326 1.8194
H 0.8917 5.8640 -0.2217
H 0.5026 4.8298 -2.4661
H -0.0787 2.4157 -2.5977
H -2.2266 -2.4896 3.4907
H -3.7588 -4.0660 2.2580
H -3.9264 -3.8475 -0.2335
H -2.5117 -2.1735 -1.3903
F 4.4108 -2.4859 -2.2871
C 3.3213 -1.9052 -1.8340
C 2.1221 -2.0986 -2.5264
C 0.9848 -1.4679 -2.0686
C 1.0212 -0.6802 -0.9051
C 2.2259 -0.5411 -0.2068
C 3.3832 -1.1274 -0.6752
H 2.1241 -2.7382 -3.3983
H 0.0517 -1.5949 -2.6209
H 2.2515 0.0402 0.7071
H 4.3277 -1.0052 -0.1667
```

Kohn-Sham gap (alpha / beta): 5.9 / 6.8 eV
net charge: +2
F_max: 4.17 eV/A
multiplicity: 2
relative energy (zero: lowest compared OMol25 entry of this formula, charge and spin): 7.6 kJ/mol

***

# 3
Formula: C44H47GeN4O2PScSe2
Source: the OMol25 dataset
Level of theory: ωB97M-V/def2-TZVPD

Geometry as XYZ:
```
102
Properties=species:S:1:pos:R:3
Sc 12.2851 11.6765 19.9745
C 11.0214 14.0717 18.0773
C 11.1071 14.6884 19.4437
N 12.1307 13.9977 20.2351
C 13.4975 14.5914 20.1340
C 14.4679 13.5921 20.6855
C 15.6402 13.8924 21.4171
C 16.5853 12.8426 21.5822
C 16.4241 11.5984 20.9058
C 15.2165 11.3481 20.2955
C 14.8956 9.9265 19.8067
N 13.4820 9.6851 19.3612
C 13.0951 9.8849 17.9569
C 12.0145 12.0170 16.9601
N 11.0923 12.6552 17.9097
N 14.2421 12.3376 20.2629
H 12.2793 14.3150 17.4430
H 10.2279 14.6090 17.5173
H 10.0987 14.6571 19.9404
H 11.3783 15.7666 19.4044
H 11.9032 14.0253 21.2709
H 13.5500 15.5989 20.6118
H 13.7193 14.8879 19.0774
H 15.7472 14.8908 21.8467
H 17.3680 12.9904 22.3467
H 17.2180 10.8822 21.0070
H 15.1815 9.2509 20.6198
H 15.5383 9.6997 18.9363
H 13.1902 8.7793 19.6485
H 12.0832 9.4341 17.8071
H 13.8555 9.5718 17.2533
H 11.5383 11.1717 16.4699
H 13.7398 12.3393 15.8494
H 10.1556 12.1858 17.9033
Se 12.7350 10.9617 22.6570
P 10.7337 10.1473 22.8065
Se 9.7325 10.3829 20.8381
C 10.8052 8.4105 23.2522
C 10.0571 7.8976 24.3234
C 10.0275 6.5220 24.5453
C 10.7296 5.6533 23.6690
C 11.5196 6.1526 22.6676
C 11.5532 7.5864 22.4677
C 9.7389 11.1536 23.8967
C 8.3361 10.9403 23.9930
C 7.5516 11.7768 24.7466
C 8.1406 12.9029 25.3008
C 9.5261 13.1841 25.2282
C 10.3046 12.2752 24.5057
H 9.4711 8.5618 25.0197
H 9.5397 6.1582 25.3910
H 10.7946 4.6232 23.8003
H 12.1398 5.5038 22.0517
H 12.0681 8.0298 21.6044
H 7.8590 10.2360 23.2820
H 6.4709 11.6658 24.7532
H 7.5385 13.7028 25.7625
H 9.9035 14.1018 25.5941
H 11.4250 12.3671 24.5160
O 13.2487 14.0270 16.9771
C 12.8799 12.9870 16.1200
O 12.9407 11.3054 17.9012
C 12.1638 13.4564 14.8128
C 11.5809 12.2495 13.9804
Ge 12.2524 11.8789 12.1631
C 11.5113 10.1448 11.7707
C 11.8106 8.9945 12.4797
C 11.5019 7.7026 12.0594
C 10.8453 7.5939 10.8177
C 10.4080 8.7291 10.1619
C 10.6071 9.9925 10.6873
C 11.6240 12.9794 10.7222
C 12.0396 12.7212 9.3582
C 11.4575 13.3899 8.3091
C 10.6574 14.5275 8.5057
C 10.2894 14.8745 9.8543
C 10.7565 14.0927 10.8995
C 14.1855 11.7586 12.0715
C 14.8890 12.7331 11.2792
C 16.2774 12.7573 11.1908
C 17.0172 11.8622 11.9942
C 16.4014 10.8895 12.7388
C 15.0067 10.8861 12.7924
H 12.7886 14.1114 14.1899
H 11.3402 14.1246 15.1101
H 10.4808 12.4455 13.9537
H 11.8814 11.3240 14.5094
H 12.2901 9.0677 13.4417
H 11.8283 6.7827 12.5733
H 10.7528 6.5740 10.4115
H 9.8165 8.6146 9.2260
H 10.1069 10.8021 10.1515
H 12.7016 11.8806 9.1600
H 11.6100 12.9119 7.2607
H 10.3412 15.1997 7.6993
H 9.6538 15.7312 9.9778
H 10.5096 14.3723 11.9144
H 14.3351 13.3730 10.6373
H 16.6849 13.5854 10.6541
H 18.1439 11.9261 12.0486
H 16.9525 10.1298 13.2973
H 14.5992 10.0028 13.3077
```

Kohn-Sham gap: 5.3 eV
net charge: +1
F_max: 3.04 eV/A
multiplicity: 1

***

# 4
Formula: C36H32IrN3O3PSSb
Source: the OMol25 dataset
Level of theory: ωB97M-V/def2-TZVPD

Geometry as XYZ:
```
78
Properties=species:S:1:pos:R:3
Ir 0.7577 0.0492 -0.7427
C 2.0428 -1.7241 1.8697
C 1.9663 -2.4585 0.5744
C 2.2399 -3.8233 0.5529
C 2.3649 -4.4999 -0.6400
C 2.3339 -3.7553 -1.8116
C 2.0439 -2.4083 -1.7434
N 1.7499 -1.7880 -0.5808
Sb 2.5365 -1.1825 -3.4188
C 0.5528 -0.3929 -3.5400
C 0.1886 -0.1150 -4.8360
C -1.1424 0.1434 -5.1417
C -2.0521 -0.0105 -4.1367
C -1.6552 -0.3001 -2.8276
C -2.7678 -0.5704 -1.8828
N -0.3436 -0.4001 -2.5085
C 3.3713 0.4557 -2.3236
C 4.5755 0.9059 -2.8149
C 5.1195 2.0877 -2.3142
C 4.3976 2.7775 -1.3766
C 3.1681 2.2926 -0.9107
C 2.4435 3.1509 0.0776
N 2.6764 1.1231 -1.3653
H 1.1682 -1.1215 2.0777
H 2.9193 -1.0710 1.8551
H 2.1603 -2.4241 2.6937
H 2.3653 -4.3357 1.4963
H 2.5509 -5.5655 -0.6592
H 2.5585 -4.2114 -2.7667
H 0.9382 -0.1289 -5.6162
H -1.4512 0.3897 -6.1486
H -3.1119 0.0859 -4.3267
H -3.5060 -1.1853 -2.3990
H -2.4489 -1.0983 -0.9963
H -3.2633 0.3532 -1.6024
H 5.0889 0.3505 -3.5894
H 6.0702 2.4591 -2.6724
H 4.7558 3.7171 -0.9782
H 3.1056 3.3851 0.9125
H 2.1843 4.0963 -0.4037
H 1.5257 2.7242 0.4491
O -0.9877 4.0868 -0.5361
S -1.2760 2.7779 -1.0162
O -1.5467 2.5670 -2.4096
O -0.1771 1.8336 -0.5334
C -2.6328 2.0839 -0.1017
C -3.8670 2.7025 -0.2110
C -4.9851 2.1123 0.3614
C -4.8677 0.8962 1.0183
C -3.6315 0.2746 1.1277
C -2.4957 0.8661 0.5790
P -0.8778 0.1141 0.9109
C -1.2126 -1.5579 1.5564
C -1.2964 -1.7978 2.9296
C -1.5521 -3.0761 3.4033
C -1.7268 -4.1274 2.5143
C -1.6293 -3.9018 1.1482
C -1.3637 -2.6269 0.6721
C -0.2565 1.0783 2.3096
C 1.1015 1.3319 2.4883
C 1.5453 2.0686 3.5736
C 0.6318 2.5541 4.4979
C -0.7230 2.3051 4.3306
C -1.1708 1.5783 3.2387
H -3.9520 3.6369 -0.7516
H -5.9487 2.5971 0.2829
H -5.7407 0.4271 1.4515
H -3.5570 -0.6728 1.6452
H -1.1648 -0.9882 3.6354
H -1.6216 -3.2480 4.4691
H -1.9342 -5.1219 2.8862
H -1.7544 -4.7204 0.4517
H -1.2468 -2.4802 -0.3943
H 1.8332 0.9556 1.7815
H 2.6021 2.2641 3.6983
H 0.9756 3.1306 5.3460
H -1.4384 2.6865 5.0463
H -2.2328 1.4136 3.1156
```

Kohn-Sham gap: 6.9 eV
net charge: +2
F_max: 1.34 eV/A
multiplicity: 1
relative energy (zero: lowest compared OMol25 entry of this formula, charge and spin): 121.2 kJ/mol